[1]
Below is a 9-piece molecular cluster, C27H41Br3Cl16F3O3P overall in a non-equilibrium geometry, with properties calculated with ωB97M-V/def2-TZVPD.

The geometry in XYZ format:
```
94
Properties=species:S:1:pos:R:3:lowdin_charge:R:1
C -4.203 -3.265 -3.282 -0.33
P -2.475 -2.516 -3.779 0.91
O -1.535 -3.710 -4.655 -0.40
C -1.620 -2.034 -2.113 -0.27
C -1.717 -0.568 -1.742 0.02
C -1.022 -0.176 -0.278 -0.21
O -0.402 1.013 -0.073 -0.08
C -1.103 -1.356 0.904 -0.46
Br -1.294 -0.746 2.798 0.67
C -1.009 -2.807 0.516 -0.08
C -1.030 -4.058 1.626 -0.15
C -2.432 -4.901 1.634 -0.14
C -2.449 -6.262 0.728 -0.63
F -3.592 -7.098 1.258 -0.18
Br -2.937 -5.933 -1.223 0.77
C -1.116 -7.208 0.846 -0.62
F -0.436 -7.168 2.161 -0.05
F -0.187 -6.818 -0.274 -0.10
Br -1.723 -9.105 0.527 0.76
C -0.833 -3.079 -1.125 -0.22
O -0.119 -4.121 -1.571 -0.06
H -5.054 -2.605 -3.795 0.06
H -4.248 -4.395 -3.605 0.03
H -4.337 -3.107 -2.111 0.04
H -1.702 -3.640 -5.648 0.07
H -2.245 0.221 -2.443 0.13
H -0.066 -4.686 1.393 0.13
H -0.881 -3.653 2.740 0.01
H -2.759 -5.153 2.751 0.15
H -3.286 -4.195 1.212 0.13
Cl -4.036 2.794 -0.133 0.54
C -2.368 3.420 -0.141 -0.67
C -2.290 4.851 0.365 -0.66
Cl -3.040 6.006 -0.764 0.54
H -1.976 3.330 -1.159 0.07
H -1.781 2.763 0.508 0.04
H -1.243 5.150 0.475 0.03
H -2.778 4.962 1.339 0.07
Cl 0.454 2.787 4.183 0.53
C 1.169 2.572 2.566 -0.67
C 2.141 3.687 2.215 -0.67
Cl 1.316 5.245 1.965 0.57
H 0.353 2.506 1.839 0.04
H 1.693 1.611 2.577 0.02
H 2.659 3.449 1.281 0.07
H 2.896 3.823 2.996 0.06
Cl 1.278 -1.413 -5.666 0.54
C 2.588 -2.252 -4.798 -0.69
C 2.197 -2.607 -3.372 -0.67
Cl 2.040 -1.164 -2.339 0.56
H 3.477 -1.614 -4.825 -0.01
H 2.807 -3.164 -5.362 0.06
H 2.970 -3.237 -2.921 -0.02
H 1.250 -3.154 -3.339 0.04
Cl -2.529 8.447 1.882 0.53
C -0.751 8.391 1.796 -0.67
C -0.097 9.068 2.990 -0.67
Cl -0.335 10.833 2.976 0.54
H -0.442 8.852 0.853 0.08
H -0.468 7.334 1.767 0.01
H 0.983 8.895 2.971 0.07
H -0.487 8.680 3.937 0.07
Cl -8.144 7.137 -1.772 0.53
C -6.476 7.763 -1.780 -0.67
C -6.397 9.194 -1.274 -0.67
Cl -7.148 10.349 -2.403 0.53
H -6.084 7.673 -2.798 0.07
H -5.889 7.106 -1.131 0.04
H -5.351 9.493 -1.164 0.07
H -6.886 9.305 -0.300 0.07
Cl 2.548 -1.132 1.609 0.56
C 4.326 -1.187 1.523 -0.64
C 4.980 -0.510 2.717 -0.65
Cl 4.742 1.255 2.703 0.58
H 4.635 -0.727 0.579 0.07
H 4.609 -2.244 1.494 0.07
H 6.060 -0.684 2.698 0.07
H 4.590 -0.898 3.664 0.05
Cl 0.056 -3.807 4.912 0.58
C 1.834 -3.862 4.826 -0.63
C 2.488 -3.185 6.019 -0.66
Cl 2.250 -1.420 6.005 0.54
H 2.143 -3.401 3.882 0.05
H 2.117 -4.919 4.797 0.08
H 3.568 -3.359 6.000 0.07
H 2.099 -3.573 6.966 0.07
Cl 5.055 -4.434 -2.996 0.60
C 5.770 -4.649 -4.613 -0.63
C 6.742 -3.534 -4.964 -0.64
Cl 5.917 -1.976 -5.214 0.60
H 4.954 -4.715 -5.339 0.07
H 6.294 -5.610 -4.602 0.07
H 7.260 -3.772 -5.898 0.07
H 7.497 -3.398 -4.183 0.07
```

- frontier orbital gap (eV) = 6.70
- SMILES = CP(O)C1=CC(=O)C(Br)=C(CC[C@@](F)(Br)C(F)(F)Br)C1=O.ClCCCl.ClCCCl.ClCCCl.ClCCCl.ClCCCl.ClCCCl.ClCCCl.ClCCCl
- E (eV) = -462726.9169
- E_HOMO (Ha) = -0.3209


[2]
Below is an isolated molecule of C4H2N2O in a non-equilibrium geometry, with properties calculated with ωB97M-V/def2-TZVPD.

The geometry in XYZ format:
```
9
Properties=species:S:1:pos:R:3:lowdin_charge:R:1
N 0.627 1.033 2.778 0.19
C 0.585 0.639 1.638 -0.14
C 0.539 0.083 0.370 -0.35
O -0.039 -1.205 0.140 0.06
C -0.660 0.069 -0.294 -0.21
C -0.543 -0.106 -1.748 -0.15
N -0.466 -0.340 -2.903 0.17
H 1.478 0.512 -0.091 0.19
H -1.822 0.167 0.045 0.23
```

- frontier orbital gap (eV) = 12.41
- SMILES = N#C[C@H]1O[C@@H]1C#N
- E (eV) = -9203.9773
- E_HOMO (Ha) = -0.4415
- energy relative to the best compared isomer or geometry (same formula, charge and spin) (eV) = 2.762


[3]
Below is C35H54BrEuN3OP2 as an isolated structure in a non-equilibrium geometry, with properties calculated with ωB97M-V/def2-TZVPD.

The geometry in XYZ format:
```
97
Properties=species:S:1:pos:R:3:mulliken_spin:R:1
N -5.154 4.667 -4.135 0.06
C -4.958 5.212 -2.938 -0.02
C -3.790 5.001 -2.186 0.06
C -2.761 4.175 -2.715 0.00
C -2.997 3.634 -4.014 0.04
C -4.191 3.929 -4.689 -0.02
C -1.508 3.893 -2.002 0.23
Eu 0.714 2.807 -0.383 6.99
P 4.031 0.312 -0.741 0.00
C -0.640 2.861 -2.419 -0.15
C -1.010 1.442 -2.492 -0.03
C -0.226 0.550 -3.288 -0.05
C -0.433 -0.818 -3.223 0.02
C -1.301 -1.372 -2.246 -0.07
C -2.289 -0.498 -1.713 0.04
C -2.124 0.887 -1.796 -0.03
Br 0.672 -0.245 -0.291 -0.01
H -1.159 4.682 -1.296 -0.02
H 0.310 3.118 -2.938 -0.02
H -3.725 5.453 -1.203 0.00
H -2.277 2.978 -4.499 0.01
H -5.771 5.824 -2.543 0.00
H -4.377 3.528 -5.687 0.00
H 0.583 0.972 -3.897 0.00
H -2.794 1.581 -1.293 0.00
H 0.146 -1.472 -3.888 0.00
H -3.145 -0.911 -1.190 0.00
P -1.165 -3.134 -1.769 0.01
C 3.428 2.029 -0.757 0.00
C 4.692 2.880 -1.018 0.00
H 3.020 2.281 0.243 0.00
H 2.704 2.166 -1.601 0.01
H 4.520 3.918 -0.731 0.00
H 5.528 2.493 -0.418 0.00
H 4.979 2.851 -2.075 0.00
C 3.517 -0.317 -2.361 0.00
C 4.484 -1.409 -2.836 0.00
H 3.517 0.519 -3.076 0.00
H 2.481 -0.676 -2.260 0.00
H 4.210 -1.733 -3.845 0.00
H 5.514 -1.030 -2.881 0.00
H 4.461 -2.282 -2.172 0.00
C 3.569 -1.003 0.443 0.00
C 4.672 -1.417 1.435 0.00
H 3.294 -1.895 -0.140 0.00
H 2.649 -0.659 0.941 0.00
H 4.299 -2.194 2.117 0.00
H 5.527 -1.853 0.899 0.00
H 5.031 -0.570 2.031 0.00
C -0.817 -3.412 0.000 0.00
C -0.955 -4.852 0.514 0.00
H -1.493 -2.722 0.521 0.00
H 0.197 -3.019 0.161 0.00
H -1.992 -5.202 0.489 0.00
H -0.333 -5.580 -0.028 0.00
H -0.632 -4.878 1.562 0.00
C 0.314 -3.730 -2.649 0.00
C 0.086 -4.267 -4.057 0.00
H 0.775 -4.500 -1.994 0.00
H 1.018 -2.888 -2.681 0.00
H -0.659 -5.074 -4.054 0.00
H -0.235 -3.472 -4.743 0.00
H 1.033 -4.688 -4.420 0.00
C -2.592 -4.218 -2.060 0.00
C -3.844 -3.713 -1.346 0.00
H -2.321 -5.224 -1.718 0.00
H -2.732 -4.302 -3.151 0.00
H -4.052 -2.671 -1.604 0.00
H -4.710 -4.308 -1.655 0.00
H -3.759 -3.778 -0.253 0.00
C 2.303 1.667 6.649 0.00
C 1.467 0.440 6.342 0.00
N 0.675 0.603 5.118 0.00
C 0.257 -0.687 4.501 0.00
C -0.883 -1.385 5.224 0.00
C -0.262 1.634 5.137 0.00
O -0.491 2.331 6.124 0.00
C -0.975 1.889 3.827 0.00
C -2.370 1.947 3.771 0.00
C -2.971 2.163 2.533 0.00
C -2.165 2.449 1.431 0.00
N -0.822 2.442 1.509 0.01
C -0.213 2.108 2.677 -0.01
H 2.991 1.870 5.820 0.00
H 2.887 1.467 7.554 0.00
H 1.665 2.538 6.823 0.00
H 2.123 -0.420 6.165 0.00
H 0.795 0.225 7.191 0.00
H -0.016 -0.473 3.462 0.00
H 1.153 -1.317 4.493 0.00
H -1.845 -0.977 4.893 0.00
H -0.860 -2.451 4.978 0.00
H -0.792 -1.275 6.310 0.00
H -2.951 1.771 4.676 0.00
H -4.048 2.085 2.410 0.00
H -2.588 2.653 0.433 -0.02
H 0.879 2.044 2.653 0.00
```

- frontier orbital gap (spin up / spin down) (eV) = 4.37 / 4.68
- E (eV) = -151622.8692
- net charge = +2
- E_HOMO (spin up / spin down) (Ha) = -0.4341 / -0.4341
- multiplicity = 8
- energy relative to the best compared isomer or geometry (same formula, charge and spin) (eV) = 0.000


Q: The highest E belongs to which entry?
A: C4H2N2O


Q: Look up the E of the first one.
A: -462726.9169 eV


Q: The lowest E belongs to which entry?
A: C27H41Br3Cl16F3O3P


Q: Look up the E of the first one.
A: -462726.9169 eV